1.
C27H31AsCoF6NO5S2 as an isolated structure, computed with the ωB97M-V functional and the def2-TZVPD basis.

Element x y z (Å)
Co (-0.612, -0.139, -0.100)
C (-1.733, 2.855, 2.769)
C (-1.884, 1.783, 1.717)
O (-0.843, 1.362, 1.200)
C (-3.208, 1.329, 1.343)
C (-4.348, 1.909, 1.937)
C (-5.619, 1.544, 1.583)
C (-5.797, 0.556, 0.603)
C (-4.716, -0.045, 0.017)
C (-3.383, 0.305, 0.362)
O (-2.438, -0.335, -0.249)
H (-0.677, 3.091, 2.880)
H (-2.118, 2.495, 3.723)
H (-2.277, 3.756, 2.487)
H (-4.216, 2.667, 2.697)
H (-6.475, 2.006, 2.054)
H (-6.797, 0.261, 0.310)
H (-4.834, -0.821, -0.729)
O (1.144, 0.453, -0.594)
S (2.471, 1.102, -0.815)
C (2.013, 2.395, -2.047)
C (1.142, 3.505, -1.474)
C (0.272, 4.167, -2.570)
C (-1.202, 4.248, -2.196)
S (-2.061, 2.614, -2.183)
O (-1.129, 1.666, -1.520)
C (-1.893, 2.246, -3.946)
C (-2.502, 3.024, -4.920)
C (-2.403, 2.642, -6.248)
C (-1.716, 1.486, -6.594)
C (-1.129, 0.704, -5.609)
C (-1.221, 1.081, -4.278)
C (2.862, 2.175, 0.571)
C (3.945, 3.032, 0.428)
C (4.329, 3.821, 1.498)
C (3.644, 3.735, 2.704)
C (2.585, 2.851, 2.842)
C (2.191, 2.060, 1.773)
H (1.443, 1.807, -2.767)
H (2.922, 2.762, -2.525)
H (1.762, 4.252, -0.980)
H (0.494, 3.064, -0.718)
H (0.355, 3.608, -3.506)
H (0.630, 5.177, -2.774)
H (-1.772, 4.864, -2.894)
H (-1.336, 4.644, -1.188)
H (-3.053, 3.917, -4.649)
H (-2.871, 3.243, -7.017)
H (-1.647, 1.190, -7.632)
H (-0.606, -0.206, -5.874)
H (-0.793, 0.482, -3.484)
H (4.494, 3.073, -0.507)
H (5.173, 4.491, 1.396)
H (3.962, 4.341, 3.542)
H (2.085, 2.751, 3.796)
H (1.373, 1.363, 1.869)
N (-0.689, -3.820, 1.800)
C (-0.504, -2.712, 1.065)
O (-0.867, -1.607, 1.478)
C (0.110, -2.859, -0.299)
C (-0.394, -1.749, -1.219)
H (-0.931, -3.685, 2.768)
H (-0.170, -4.651, 1.576)
H (-0.109, -3.848, -0.710)
H (1.192, -2.782, -0.160)
H (-1.381, -2.002, -1.604)
H (0.292, -1.596, -2.052)
F (1.829, -1.068, 1.388)
As (3.014, -1.584, 2.583)
F (2.276, -0.494, 3.718)
F (4.175, -2.080, 3.754)
F (1.923, -2.862, 3.073)
F (3.679, -2.660, 1.377)
F (4.077, -0.324, 2.011)

Cartesian forces (eV/Å) of the 3 atoms listed first:
-0.1 -0.1 0.7
0.1 -0.1 0.0
-0.1 0.2 0.1

Results
calculated total energy	-6492.6411	hartree
2S+1	3

=====

2.
C27H31BMnN7O2SSe as an isolated structure, computed with the ωB97M-V functional and the def2-TZVPD basis.

Element x y z (Å)
Mn (0.402, -0.459, -0.297)
C (-0.672, 0.644, 2.223)
N (-0.327, 1.133, 0.903)
C (0.568, 2.272, 0.841)
C (1.237, 2.242, -0.495)
N (1.403, 1.131, -1.152)
C (2.059, 1.470, -2.321)
C (2.466, 0.672, -3.384)
C (3.096, 1.295, -4.444)
C (3.316, 2.680, -4.456)
C (2.914, 3.484, -3.405)
C (2.282, 2.852, -2.342)
N (1.752, 3.322, -1.152)
C (-1.097, -0.781, 2.079)
N (-0.700, -1.535, 1.095)
C (-1.268, -2.778, 1.313)
C (-1.188, -3.947, 0.564)
C (-1.880, -5.051, 1.028)
C (-2.641, -5.002, 2.205)
C (-2.731, -3.844, 2.956)
C (-2.033, -2.740, 2.485)
N (-1.900, -1.446, 2.961)
H (-1.450, 1.232, 2.732)
H (0.233, 0.657, 2.847)
H (-1.153, 1.222, 0.258)
H (1.350, 2.142, 1.603)
H (0.077, 3.240, 1.014)
H (2.279, -0.393, -3.354)
H (3.422, 0.705, -5.291)
H (3.809, 3.131, -5.308)
H (3.080, 4.554, -3.418)
H (1.659, 4.280, -0.869)
H (-0.598, -3.966, -0.341)
H (-1.838, -5.976, 0.467)
H (-3.171, -5.888, 2.532)
H (-3.322, -3.802, 3.863)
H (-2.366, -1.041, 3.751)
Se (-1.724, 0.189, -1.569)
C (6.969, -2.995, 5.255)
C (5.694, -2.213, 5.600)
C (4.736, -3.167, 6.316)
C (6.046, -1.078, 6.571)
C (5.084, -1.629, 4.322)
C (5.839, -0.748, 3.548)
C (5.353, -0.181, 2.368)
C (4.076, -0.518, 1.980)
O (3.367, -0.115, 0.898)
B (2.071, -0.752, 0.945)
O (2.099, -1.555, 2.157)
C (3.309, -1.391, 2.740)
C (3.787, -1.956, 3.904)
H (7.413, -3.419, 6.160)
H (7.712, -2.355, 4.780)
H (6.742, -3.811, 4.567)
H (5.217, -3.558, 7.215)
H (4.466, -4.013, 5.683)
H (3.819, -2.660, 6.619)
H (6.489, -1.481, 7.486)
H (5.150, -0.515, 6.840)
H (6.757, -0.381, 6.127)
H (6.844, -0.491, 3.861)
H (5.957, 0.495, 1.777)
H (3.157, -2.636, 4.459)
N (0.911, -3.843, -3.641)
C (0.520, -2.694, -2.979)
N (-0.444, -1.979, -3.517)
S (1.293, -2.294, -1.525)
H (0.824, -3.829, -4.646)
H (1.781, -4.220, -3.301)
H (-0.968, -2.347, -4.296)
H (-0.860, -1.168, -2.964)

Cartesian forces (eV/Å) of the 3 atoms listed first:
0.3 -0.1 0.1
0.1 0.0 -0.1
0.0 0.0 0.0

Results
calculated total energy	-5556.9072	hartree
2S+1	2
total charge	-1

=====

3.
C27H31BN14O4V as an isolated structure, computed with the ωB97M-V functional and the def2-TZVPD basis.

Element x y z (Å)
V (0.502, 0.045, -0.630)
C (0.042, 3.618, -1.415)
C (1.076, 2.759, -2.050)
C (1.936, 3.069, -3.105)
C (2.693, 1.938, -3.335)
N (2.313, 0.982, -2.474)
N (1.341, 1.494, -1.679)
B (3.072, -0.328, -2.101)
N (2.114, -1.574, -2.208)
C (2.254, -2.703, -2.915)
C (1.423, -3.670, -2.379)
C (0.779, -3.068, -1.305)
C (-0.158, -3.675, -0.318)
N (1.196, -1.794, -1.211)
N (3.373, -0.220, -0.573)
C (4.458, -0.440, 0.174)
C (4.128, -0.281, 1.505)
C (2.770, 0.020, 1.528)
C (1.898, 0.280, 2.707)
N (2.324, 0.058, 0.256)
N (4.296, -0.433, -2.941)
C (5.464, 0.267, -2.827)
C (6.116, 0.180, -4.021)
C (5.270, -0.593, -4.853)
C (5.496, -0.990, -6.277)
N (4.172, -0.940, -4.206)
H (0.316, 4.665, -1.524)
H (-0.926, 3.467, -1.890)
H (-0.057, 3.394, -0.355)
H (2.001, 4.012, -3.620)
H (3.480, 1.750, -4.048)
H (2.952, -2.733, -3.735)
H (1.331, -4.695, -2.696)
H (0.291, -4.570, 0.112)
H (-0.371, -2.974, 0.484)
H (-1.088, -3.984, -0.797)
H (5.397, -0.709, -0.280)
H (4.781, -0.370, 2.356)
H (2.464, 0.130, 3.623)
H (1.529, 1.305, 2.700)
H (1.035, -0.384, 2.724)
H (5.732, 0.793, -1.926)
H (7.078, 0.596, -4.272)
H (6.559, -1.011, -6.508)
H (5.073, -1.972, -6.476)
H (5.022, -0.279, -6.954)
O (-1.267, 1.050, 2.618)
C (-1.389, 1.170, 1.441)
O (-0.343, 0.886, 0.580)
C (-2.596, 1.704, 0.736)
C (-3.656, 2.207, 1.519)
C (-4.758, 2.677, 0.864)
C (-4.806, 2.648, -0.545)
C (-5.912, 3.123, -1.287)
C (-5.897, 3.074, -2.650)
C (-4.775, 2.551, -3.339)
C (-3.693, 2.085, -2.653)
C (-3.681, 2.120, -1.237)
N (-2.594, 1.656, -0.575)
H (-3.568, 2.222, 2.596)
H (-5.597, 3.082, 1.416)
H (-6.766, 3.528, -0.758)
H (-6.743, 3.442, -3.215)
H (-4.781, 2.531, -4.421)
H (-2.823, 1.697, -3.169)
N (-2.224, -1.685, 1.592)
N (-3.093, -2.133, 0.599)
C (-2.881, -1.877, -0.698)
N (-3.759, -2.348, -1.569)
N (-1.768, -1.153, -0.996)
N (-1.559, -0.821, -2.260)
O (-2.246, -1.053, -3.217)
O (-0.479, -0.149, -2.410)
H (-1.884, -2.476, 2.128)
H (-2.712, -1.054, 2.218)
H (-3.922, -2.653, 0.853)
H (-4.571, -2.859, -1.260)
H (-3.667, -2.129, -2.548)

Cartesian forces (eV/Å) of the 3 atoms listed first:
0.0 0.6 0.0
0.0 -0.1 0.1
0.2 -0.2 -0.3

Results
calculated total energy	-3083.4663	hartree
2S+1	2
total charge	+2

=====

4.
C27H31BrN7O6RuS as an isolated structure at a distorted geometry, computed with the ωB97M-V functional and the def2-TZVPD basis.

Element x y z (Å)
Ru (0.548, 0.955, -1.023)
C (2.765, -0.127, 7.187)
C (2.153, 0.178, 5.848)
C (1.850, -0.845, 4.953)
C (1.325, -0.558, 3.706)
C (1.084, 0.761, 3.353)
C (1.372, 1.795, 4.228)
C (1.899, 1.496, 5.473)
S (0.606, 1.046, 1.664)
O (-0.550, 0.223, 1.360)
O (0.495, 2.460, 1.402)
N (1.797, 0.376, 0.790)
C (2.878, 1.128, 0.381)
C (3.552, 2.062, 1.178)
C (4.607, 2.752, 0.622)
C (4.991, 2.477, -0.687)
C (4.269, 1.538, -1.396)
N (3.242, 0.874, -0.878)
H (2.835, -1.200, 7.353)
H (2.172, 0.308, 7.992)
H (3.768, 0.296, 7.251)
H (2.043, -1.874, 5.230)
H (1.108, -1.336, 2.986)
H (1.190, 2.817, 3.921)
H (2.131, 2.295, 6.165)
H (3.204, 2.252, 2.182)
H (5.128, 3.508, 1.195)
H (5.822, 2.987, -1.150)
H (4.520, 1.295, -2.422)
N (0.299, 1.379, -3.481)
N (0.629, 2.697, -3.774)
C (1.222, 3.475, -2.717)
O (1.423, 4.648, -2.948)
O (1.502, 2.803, -1.673)
H (0.923, 0.729, -3.940)
H (-0.708, 1.195, -3.614)
H (-0.111, 3.218, -4.224)
C (-2.694, -3.502, -2.227)
C (-2.913, -2.162, -1.548)
N (-1.658, -1.442, -1.556)
C (-0.438, -2.016, -1.527)
N (0.628, -1.243, -1.611)
C (1.927, -1.903, -1.607)
C (1.901, -3.084, -0.650)
C (0.875, -4.067, -1.176)
N (-0.366, -3.373, -1.497)
C (-1.559, -4.205, -1.507)
H (-2.419, -3.335, -3.271)
H (-3.600, -4.106, -2.195)
H (-3.279, -2.311, -0.525)
H (-3.654, -1.571, -2.086)
H (-1.661, -0.449, -1.378)
H (2.671, -1.169, -1.318)
H (2.157, -2.255, -2.622)
H (1.600, -2.715, 0.333)
H (2.881, -3.555, -0.574)
H (0.654, -4.834, -0.428)
H (1.258, -4.568, -2.072)
H (-1.860, -4.447, -0.479)
H (-1.305, -5.138, -2.015)
Br (-7.754, 1.931, -3.110)
C (-6.296, 1.520, -1.962)
C (-6.548, 1.119, -0.660)
C (-5.479, 0.805, 0.167)
C (-4.177, 0.898, -0.300)
C (-3.946, 1.307, -1.608)
C (-5.007, 1.615, -2.450)
C (-2.539, 1.356, -2.153)
O (-2.384, 1.240, -3.375)
O (-1.628, 1.453, -1.262)
H (-7.565, 1.051, -0.301)
H (-5.666, 0.489, 1.185)
H (-3.337, 0.664, 0.341)
H (-4.805, 1.917, -3.468)

Cartesian forces (eV/Å) of the 3 atoms listed first:
1.5 -0.3 -5.4
0.0 0.1 0.0
0.0 0.0 0.0

Results
calculated total energy	-4949.2667	hartree
2S+1	2

=====

5.
C27H31CoF8N2O4PS as an isolated structure at a distorted geometry, computed with the ωB97M-V functional and the def2-TZVPD basis.

Element x y z (Å)
Co (-0.137, 0.201, 0.563)
F (-0.125, -0.282, 6.546)
C (0.521, -0.154, 5.365)
C (-0.124, -0.494, 4.199)
C (0.564, -0.357, 3.003)
C (1.891, 0.098, 2.936)
C (2.458, 0.440, 4.164)
F (3.712, 0.958, 4.242)
C (1.813, 0.319, 5.374)
C (2.604, 0.220, 1.635)
C (3.994, 0.313, 1.549)
C (4.604, 0.394, 0.309)
C (3.827, 0.368, -0.831)
C (2.456, 0.271, -0.678)
N (1.865, 0.213, 0.514)
H (-1.158, -0.804, 4.225)
H (2.306, 0.611, 6.290)
H (4.597, 0.309, 2.439)
H (5.683, 0.471, 0.246)
H (4.246, 0.427, -1.826)
H (1.786, 0.247, -1.530)
F (1.727, 1.922, -5.646)
C (1.565, 1.537, -4.366)
F (2.600, 0.719, -4.072)
F (1.698, 2.628, -3.601)
S (-0.055, 0.692, -4.101)
O (-1.011, 1.690, -4.517)
O (0.058, -0.476, -4.945)
O (-0.013, 0.425, -2.672)
O (-0.123, 2.017, 0.765)
C (-2.723, 1.642, -1.357)
C (-3.388, 0.397, -0.752)
C (-4.891, 0.667, -0.639)
P (-2.468, -0.054, 0.810)
C (-2.819, -1.896, 0.899)
C (-4.255, -2.386, 1.104)
C (-1.858, -2.682, 1.801)
C (-3.299, 1.031, 2.102)
C (-2.308, 1.799, 2.955)
C (-4.479, 0.363, 2.838)
H (-3.200, 1.907, -2.305)
H (-1.659, 1.509, -1.535)
H (-2.823, 2.487, -0.668)
H (-3.237, -0.456, -1.423)
H (-5.083, 1.558, -0.040)
H (-5.469, -0.150, -0.209)
H (-5.282, 0.864, -1.642)
H (-2.552, -2.170, -0.128)
H (-4.635, -2.162, 2.100)
H (-4.272, -3.473, 0.980)
H (-4.945, -1.967, 0.373)
H (-1.851, -2.273, 2.820)
H (0.121, -0.847, 2.134)
H (-2.263, -3.695, 1.892)
H (-3.736, 1.781, 1.434)
H (-2.006, 1.230, 3.846)
H (-2.805, 2.717, 3.307)
H (-0.776, 2.218, 1.469)
H (-4.113, -0.417, 3.513)
H (-5.241, -0.075, 2.181)
H (-4.955, 1.127, 3.457)
F (-0.085, -6.149, -2.275)
C (-0.037, -5.963, -0.941)
F (-0.996, -6.775, -0.421)
F (1.141, -6.502, -0.532)
C (-0.203, -4.532, -0.532)
C (-0.351, -3.505, -1.520)
C (-0.218, -2.208, -1.071)
N (-0.117, -1.826, 0.203)
C (-0.404, -2.824, 1.245)
C (-0.140, -4.233, 0.777)
H (-0.386, -3.716, -2.577)
H (-0.161, -1.412, -1.801)
H (0.267, -2.639, 2.090)
H (0.058, -4.996, 1.522)

Cartesian forces (eV/Å) of the 3 atoms listed first:
-0.8 -0.9 0.1
0.0 0.0 0.0
-0.2 0.0 -0.1

Results
calculated total energy	-4379.1692	hartree
2S+1	2
total charge	-2

=====

6.
A single C27H31N3O4S molecule at a distorted geometry, computed with the ωB97M-V functional and the def2-TZVPD basis.

Element x y z (Å)
C (-2.774, -5.046, -0.913)
H (-3.345, -4.565, -1.703)
H (-3.386, -5.122, -0.018)
H (-2.532, -6.053, -1.243)
C (-1.470, -4.315, -0.633)
N (-1.609, -2.962, -0.105)
C (-2.814, -2.371, 0.027)
C (-3.026, -1.121, 0.519)
C (-1.926, -0.353, 1.069)
O (-2.034, 0.720, 1.645)
C (-0.614, -1.005, 0.883)
C (0.525, -0.320, 1.314)
C (1.771, -0.867, 1.143)
C (1.917, -2.109, 0.541)
C (0.810, -2.811, 0.123)
C (-0.480, -2.276, 0.290)
H (0.954, -3.774, -0.336)
H (2.911, -2.509, 0.426)
S (3.260, -0.004, 1.632)
O (2.923, 1.070, 2.522)
O (4.215, -0.979, 2.071)
N (3.753, 0.573, 0.129)
C (2.964, 1.721, -0.262)
H (3.290, 2.074, -1.237)
H (1.924, 1.402, -0.331)
H (3.030, 2.531, 0.470)
C (5.198, 0.644, -0.034)
C (5.837, 1.855, 0.650)
C (7.356, 1.759, 0.546)
C (7.788, 1.678, -0.916)
C (7.127, 0.489, -1.607)
C (5.606, 0.589, -1.506)
H (5.273, 1.492, -2.021)
H (5.132, -0.269, -1.984)
H (7.425, 0.455, -2.657)
H (7.460, -0.436, -1.133)
H (8.874, 1.585, -0.978)
H (7.502, 2.599, -1.429)
H (7.815, 2.629, 1.021)
H (7.697, 0.868, 1.076)
H (5.522, 1.877, 1.695)
H (5.496, 2.774, 0.167)
H (5.562, -0.263, 0.461)
H (0.403, 0.639, 1.794)
C (-4.467, -0.721, 0.636)
O (-5.285, -1.544, 1.017)
N (-4.800, 0.533, 0.253)
C (-6.088, 1.074, 0.326)
C (-7.202, 0.580, 0.980)
C (-8.376, 1.316, 0.914)
C (-8.439, 2.509, 0.215)
C (-7.317, 2.999, -0.443)
C (-6.146, 2.277, -0.380)
C (-4.813, 2.566, -1.005)
H (-4.876, 2.479, -2.093)
H (-4.460, 3.570, -0.770)
C (-3.905, 1.486, -0.398)
H (-3.232, 1.915, 0.350)
H (-3.302, 0.973, -1.152)
H (-7.360, 3.928, -0.991)
H (-9.364, 3.065, 0.179)
H (-9.256, 0.948, 1.421)
H (-7.155, -0.350, 1.520)
H (-3.676, -2.937, -0.285)
H (-0.899, -4.897, 0.099)
H (-0.888, -4.262, -1.561)

Cartesian forces (eV/Å) of the 3 atoms listed first:
0.2 0.2 0.1
-0.1 0.0 0.0
-0.1 0.0 0.0

Results
structure (SMILES)	CCn1cc(C(=O)N2CCc3ccccc32)c(=O)c2cc(S(=O)(=O)N(C)C3CCCCC3)ccc21
calculated total energy	-1910.9189	hartree
2S+1	1